# 1
Formula: C6H11N2O2
Source: the OMol25 dataset
Level of theory: ωB97M-V/def2-TZVPD

XYZ file:
```
21
Properties=species:S:1:pos:R:3:mulliken_charge:R:1
C 1.2125 -0.0152 2.3924 -0.24
C 1.4912 0.2422 1.0116 -0.41
C -0.2628 -0.1959 2.6037 -0.72
C 0.7559 1.1640 0.0639 -0.72
C -0.8796 -0.6328 1.2014 -0.69
C 0.1339 -0.1472 0.1257 0.29
N -0.9724 0.6350 -3.0237 -0.12
N -1.3380 -0.2862 -2.4194 0.09
O -0.2033 0.5654 -4.1843 -0.36
O -0.7387 -1.5289 -2.6697 -0.39
H 1.8607 0.0092 3.1684 0.55
H 2.4341 -0.0574 0.6564 0.52
H -0.4994 -0.7414 3.4806 0.50
H -0.5569 0.8815 2.7234 0.28
H 0.2119 2.0497 0.4940 0.24
H 1.3801 1.4604 -0.7806 0.29
H -1.0887 -1.7343 1.2835 0.36
H -1.8916 -0.1456 1.2555 0.29
H 0.2705 -0.8801 -0.7125 0.44
H -0.1932 1.4196 -4.7107 0.40
H -1.1264 -2.0620 -1.9596 0.40
```

Summary:
- Orbital gap: 6.983 eV
- ΔE to the lowest compared entry with this formula, charge and spin: 805.3 kJ/mol
- Highest occupied orbital energy: -0.4815 Ha
- Charge: +1
- LUMO: -6.12 eV

---

# 2
Formula: C24H41AlCaCl3CsF4N3O16P3S2
Source: the OMol25 dataset
Level of theory: ωB97M-V/def2-TZVPD

XYZ file:
```
99
Properties=species:S:1:pos:R:3:mulliken_charge:R:1
C 3.9636 -1.6391 0.8623 -0.57
C 4.9830 -1.2750 -0.3214 -0.90
O 4.6765 0.0432 -0.7604 -0.37
C 3.7224 -0.1102 -1.8454 0.50
C 3.1139 1.2512 -2.1643 -0.33
O 2.4467 1.6681 -0.9977 -0.47
C 1.0082 1.7585 -1.1745 -1.05
C 0.4495 0.3461 -1.0903 0.91
C 0.3997 -0.3140 0.2028 -1.15
C 0.8780 0.4404 1.4230 0.85
C -0.2752 1.3123 1.9238 -0.95
F 1.1639 -0.4713 2.4604 -0.44
N -0.0263 -1.5109 0.4689 -0.85
N -0.4323 -2.1625 -0.6322 1.31
P -1.0829 -3.8241 -0.2832 -0.10
C 0.0394 -4.5063 1.0105 -0.60
C 1.3380 -5.1007 0.4517 -0.84
C -2.5556 -3.3445 0.7276 -0.89
C -3.5774 -2.6820 -0.1769 0.18
C -0.4298 -1.7008 -1.8767 0.51
C -0.9093 -2.5910 -3.0153 -2.23
C -2.4488 -2.5730 -3.2114 1.48
F -3.0311 -3.8012 -3.1421 -0.34
C -0.0020 -0.3902 -2.1904 1.52
P 0.0089 0.4030 -3.8748 -0.04
O -0.4353 1.9548 -3.6914 -0.32
O -1.2318 -0.2244 -4.7881 -0.43
H 3.0102 -2.0485 0.4263 -0.03
H 4.3815 -2.3618 1.5704 0.39
H 3.7858 -0.7211 1.4211 0.23
H 6.0161 -1.3775 0.1231 0.42
H 4.9301 -2.0243 -1.1906 0.67
H 2.8676 -0.7373 -1.4561 -0.26
H 4.1949 -0.5822 -2.7526 0.09
H 2.4777 1.1931 -3.0552 0.13
H 3.9415 1.9251 -2.4255 0.49
H 0.5856 2.3505 -0.3599 0.31
H 0.8501 2.2551 -2.1243 0.46
H 1.8202 0.9617 1.2430 0.31
H 0.0408 2.2566 2.3517 -0.15
H -1.0627 1.4545 1.1655 0.25
H -0.7504 0.7473 2.7414 0.17
H -0.5571 -5.3052 1.4761 0.54
H 0.2169 -3.7780 1.8094 0.39
H 1.8668 -5.5357 1.3061 0.30
H 1.9803 -4.3034 0.0432 -0.11
H 1.0961 -5.8936 -0.2585 0.42
H -2.9731 -4.2446 1.1947 0.71
H -2.2898 -2.6561 1.5406 0.29
H -3.9466 -3.3563 -0.9640 0.33
H -4.4970 -2.3935 0.4032 0.26
H -3.2076 -1.7398 -0.5710 -0.51
H -0.4469 -2.1784 -3.9157 0.60
H -0.5034 -3.6029 -2.9709 0.54
H -2.6549 -2.1098 -4.1851 0.71
H -2.8705 -1.8616 -2.4573 -1.81
H -1.3058 1.9333 -3.2419 0.36
H -2.0893 0.1133 -4.4687 0.20
N -3.2758 0.2827 6.3224 0.01
C -2.4471 0.8289 7.2619 -0.46
C -1.1587 0.5262 6.9152 -0.73
C -1.2096 -0.2299 5.7129 -0.13
C -2.5295 -0.3611 5.3723 -0.55
H -4.2763 0.3470 6.3283 0.18
H -2.8448 1.3849 8.0933 0.39
H -0.2762 0.8173 7.4600 0.48
H -0.3729 -0.6280 5.1619 0.45
H -3.0014 -0.8536 4.5387 0.37
F -0.9809 3.8233 1.4022 -0.48
O 1.1633 -9.7725 3.4854 -0.50
S 1.8644 -8.6740 2.8109 1.27
O 2.1925 -9.0301 1.4212 -0.56
O 3.1081 -8.3888 3.5436 -0.51
O 1.0008 -7.4745 2.8073 -0.49
Cs 4.3386 -3.5068 -1.7467 1.04
Al -6.1590 -2.6167 0.4014 0.15
C 0.9610 4.6653 4.3429 0.07
Cl -0.2165 5.8998 3.9392 -0.02
Cl 2.2323 5.3192 5.3956 -0.18
Cl 0.1624 3.2901 5.1128 -0.07
H 1.4250 4.3195 3.4280 0.18
C 1.5994 4.7053 -7.2324 -0.32
C 0.0977 4.8770 -7.3065 -0.35
O -0.3787 4.4369 -6.0296 -0.35
S 0.7151 4.7822 -4.9015 0.98
O 0.3520 5.9907 -4.2707 -0.60
O 0.9801 3.5964 -4.1714 -0.28
O 1.9459 5.0786 -5.8967 -0.35
H 1.8876 3.6618 -7.3824 0.24
H 2.1248 5.3316 -7.9488 0.33
H -0.3508 4.2906 -8.1039 0.33
H -0.1776 5.9266 -7.4287 0.30
O -3.9428 6.3538 2.6978 -0.37
P -3.8708 7.6559 3.4811 0.95
O -3.6113 7.3652 4.9522 -0.43
O -5.2056 8.3730 3.3132 -0.49
O -2.7319 8.5177 2.9533 -0.42
Ca -4.3347 -0.3201 -2.5073 0.56
F -1.4594 2.0733 -0.4414 -0.75
```

Summary:
- Orbital gap: 1.026 eV
- Highest occupied orbital energy: -0.2450 Ha
- LUMO: -5.64 eV

---

# 3
Formula: C40H52CsF5N8O4S2Sb2
Source: the OMol25 dataset
Level of theory: ωB97M-V/def2-TZVPD

XYZ file:
```
114
Properties=species:S:1:pos:R:3:mulliken_charge:R:1
Cs 0.2763 -0.3167 0.1691 2.02
C 0.8576 0.7546 4.3329 -1.63
Sb -0.6164 1.4534 2.9094 0.06
C -2.2083 1.2951 4.4231 -1.69
C -0.1917 3.5318 3.5394 -1.83
C -1.2018 4.5235 3.1392 1.20
C -2.2753 4.7642 3.9970 -0.55
C -3.2659 5.6829 3.7066 -0.79
C -3.1833 6.4126 2.5337 -0.83
C -2.1212 6.2030 1.6770 -0.45
C -1.1275 5.2608 1.9399 0.88
C -0.0323 5.1012 0.9765 -1.35
Sb -0.4498 3.7573 -0.7455 0.76
C -1.6885 5.3640 -1.6897 -1.50
C -2.2380 2.8211 -0.0279 -0.82
H 0.5666 1.0155 5.3493 0.52
H 1.8156 1.2098 4.1079 0.44
H 0.9629 -0.3201 4.2418 0.45
H -2.0149 1.9031 5.3035 0.48
H -2.3045 0.2586 4.7351 0.47
H -3.1530 1.6044 3.9833 0.41
H 0.7848 3.7338 3.1136 0.54
H -0.1067 3.4825 4.6272 0.73
H -2.3241 4.2153 4.9285 0.26
H -4.0910 5.8300 4.3924 0.38
H -3.9439 7.1405 2.2861 0.38
H -2.0419 6.7944 0.7761 0.40
H 0.8480 4.6549 1.4141 -0.12
H 0.2306 6.0585 0.5217 0.68
H -2.5916 5.5548 -1.1205 0.39
H -1.9780 5.0544 -2.6906 0.32
H -1.1274 6.2932 -1.7824 0.35
H -2.5656 3.3119 0.8827 0.29
H -2.0452 1.7761 0.1734 -0.10
H -3.0058 2.9075 -0.7912 0.53
N 7.0176 -5.5226 -0.2587 -0.60
C 5.8386 -4.9901 0.2730 1.17
C 5.4480 -3.6903 -0.0419 -0.95
C 4.2668 -3.1726 0.4547 0.06
C 3.4612 -3.9523 1.2611 -0.66
C 3.8268 -5.2472 1.5693 -0.42
C 5.0124 -5.7662 1.0844 -0.73
S 1.9020 -3.2770 1.8648 1.52
O 1.1744 -4.3596 2.4844 -0.79
O 2.2434 -2.1859 2.7464 -0.80
N 1.2097 -2.6416 0.5682 -0.38
C 0.9527 -3.4138 -0.4611 0.10
N 0.2968 -2.8288 -1.4909 -0.09
C -0.0227 -3.5737 -2.5194 -0.20
C 0.2873 -4.9278 -2.5974 -1.15
C 1.0235 -5.4249 -1.5322 -0.42
N 1.3770 -4.7001 -0.4963 -0.53
H 7.6875 -4.8284 -0.5562 0.23
H 7.4239 -6.2628 0.2941 0.22
H 6.0833 -3.0901 -0.6781 0.27
H 3.9582 -2.1652 0.2257 0.16
H 3.1571 -5.8290 2.1843 0.51
H 5.3060 -6.7803 1.3260 0.27
H -0.5414 -3.0580 -3.3212 0.54
H -0.0083 -5.5440 -3.4300 0.46
H 1.3590 -6.4609 -1.5151 0.46
F -6.4765 1.2716 -4.6352 -0.35
C -6.2264 0.9886 -3.3257 0.44
C -5.1107 0.2366 -2.9626 -0.07
F -4.2849 -0.2079 -3.9410 -0.34
C -4.8755 -0.0862 -1.6465 -0.02
F -3.7837 -0.8328 -1.3644 -0.11
C -5.7448 0.3026 -0.5917 0.16
S -5.5265 -0.1900 0.9965 -0.43
C -6.8493 1.0933 -1.0089 0.18
F -7.7318 1.5437 -0.0869 -0.37
C -7.0912 1.4150 -2.3239 0.26
F -8.1886 2.1387 -2.6642 -0.33
C 2.9786 -1.7245 -3.2853 -0.45
N 2.6278 -0.8056 -4.3464 0.37
C 3.6863 -0.5049 -5.2760 -1.09
C 1.4579 -0.1078 -4.2636 0.97
C 1.1946 0.9019 -5.3658 -1.76
O 0.6549 -0.3021 -3.3814 -0.42
H 3.2902 -2.6817 -3.7124 0.47
H 2.0997 -1.8739 -2.6605 -0.51
H 3.7937 -1.3228 -2.6765 0.43
H 4.3186 -1.3881 -5.3825 0.32
H 4.3141 0.3215 -4.9206 0.33
H 3.2869 -0.2505 -6.2559 0.36
H 1.9541 1.6786 -5.3692 0.39
H 0.2273 1.3490 -5.1613 0.34
H 1.1652 0.4141 -6.3375 0.41
C 2.6951 1.8569 -1.2085 -1.01
C 2.4299 1.9362 0.3162 1.12
C 3.1414 0.7372 0.9770 -0.81
C 3.1357 3.2216 0.8132 -1.90
O 1.0836 1.9555 0.6067 0.16
H 3.7655 1.7738 -1.4079 0.47
H 2.3183 2.7691 -1.6670 0.31
H 2.1643 1.0065 -1.6276 -0.26
H 4.1974 0.7193 0.7019 0.55
H 2.6619 -0.1908 0.6807 -0.79
H 3.0580 0.8210 2.0556 0.18
H 4.1959 3.2175 0.5556 0.48
H 3.0349 3.2923 1.8937 0.34
H 2.6645 4.0860 0.3502 0.35
N -3.4629 -5.4561 0.1745 -0.52
C -3.2484 -4.3264 0.9350 0.61
C -2.3745 -3.3078 0.5187 -0.20
N -2.1734 -2.2319 1.2418 0.72
C -2.8208 -2.1529 2.3987 -0.42
C -3.6477 -3.1729 2.8334 -0.38
N -3.8732 -4.2617 2.1071 -0.73
H -3.2884 -5.3520 -0.8119 0.23
H -4.3033 -5.9586 0.4181 0.27
H -1.8545 -3.3774 -0.4245 -0.08
H -2.6823 -1.2448 2.9659 0.19
H -4.1669 -3.1310 3.7827 0.40
```

Summary:
- Orbital gap: 4.950 eV
- ΔE to the lowest compared entry with this formula, charge and spin: 285.1 kJ/mol
- Highest occupied orbital energy: -0.0656 Ha
- Charge: -2
- LUMO: 3.16 eV

---

- Which of these has the lowest highest occupied orbital energy?
  C6H11N2O2

---

- Among the records above, which one has the lowest highest occupied orbital energy?
  C6H11N2O2

---

- Among the records above, which one has the lowest highest occupied orbital energy?
  C6H11N2O2